--- P ---
Density functional theory data (ωB97M-V/def2-TZVPD) for one molecule with the formula C20H32N2O7S.

Calculated values
- Net charge: 0
- 2S+1: 1
- HOMO energy: -9.2504 eV
- LUMO energy: 0.61 eV
- SMILES: Cc1ccc(S(=O)(=O)N[C@H](C)C(=O)N2CCOCCOCCOCCOCC2)cc1

Bonds (Å) are listed after each position.
CARTESIAN COORDINATES (ANGSTROEM)
1 H 0.9091 -2.0175 2.9206  C18 1.100
2 H 3.5121 -3.3885 -0.1445  C7 1.098
3 H -0.6530 1.5921 0.7748  C27 1.088
4 C 0.8680 2.8132 -0.1952  C27 1.533, O48 1.220, N49 1.349
5 C 3.6819 1.5946 -0.7924  H17 1.096, C21 1.529, O28 1.412, H37 1.101
6 H -0.5263 -3.3209 1.1336  C8 1.102
7 C 2.8965 -3.4982 -1.0471  H2 1.098, C33 1.535, O54 1.408, H57 1.092
8 C 0.0412 -2.3863 0.9957  H6 1.102, O9 1.409, C18 1.533, H56 1.099
9 O 1.3604 -2.6853 0.5996  C8 1.409, C33 1.411
10 H -6.8264 -2.2266 0.0237  C14 1.089
11 C 4.2902 -0.6993 -0.8296  O28 1.408, H50 1.100, H55 1.092, C59 1.542
12 H -4.1352 -1.0256 1.8917  C26 1.080
13 C 1.4214 0.1704 1.5424  H16 1.093, H47 1.094, O58 1.423, C62 1.539
14 C -6.5022 -1.3558 0.5913  H10 1.089, H32 1.089, H40 1.087, C44 1.497
15 H -5.9886 -0.5218 -1.9205  C45 1.080
16 H 1.3278 0.0226 0.4636  C13 1.093
17 H 2.9009 1.4293 -1.5428  C5 1.096
18 C 0.0797 -1.6159 2.3201  H1 1.100, C8 1.533, H46 1.093, O58 1.406
19 H -2.0143 -0.1678 0.9756  C38 1.078
20 S -1.3187 0.8150 -1.6668  C24 1.786, N31 1.672, O35 1.443, O39 1.432
21 C 3.2161 2.6867 0.1716  C5 1.529, H36 1.090, N49 1.453, H51 1.093
22 H -3.8362 0.3478 -2.8283  C23 1.078
23 C -3.9307 0.0420 -1.7988  H22 1.078, C24 1.382, C45 1.382
24 C -2.8211 0.1351 -0.9802  S20 1.786, C23 1.382, C38 1.381
25 H -1.0645 3.0242 -1.7004  N31 1.016
26 C -4.0804 -0.7281 0.8547  H12 1.080, C38 1.386, C44 1.390
27 C -0.5809 2.5200 0.2115  H3 1.088, C4 1.533, C29 1.530, N31 1.451
28 O 3.9408 0.4209 -0.0512  C5 1.412, C11 1.408
29 C -1.1420 3.6933 1.0165  C27 1.530, H34 1.087, H60 1.087, H61 1.087
30 H 0.9999 -4.4004 -0.4798  C33 1.101
31 N -1.3590 2.3485 -1.0017  S20 1.672, H25 1.016, C27 1.451
32 H -7.2792 -0.5977 0.5055  C14 1.089
33 C 1.4266 -3.3945 -0.6183  C7 1.535, O9 1.411, H30 1.101, H53 1.099
34 H -1.0513 4.6093 0.4376  C29 1.087
35 O -0.1910 0.0627 -1.1732  S20 1.443
36 H 3.8900 2.7289 1.0277  C21 1.090
37 H 4.5987 1.9223 -1.3067  C5 1.101
38 C -2.8861 -0.2435 0.3463  H19 1.078, C24 1.381, C26 1.386
39 O -1.4718 0.9417 -3.0845  S20 1.432
40 H -6.4045 -1.6370 1.6363  C14 1.087
41 H 2.5748 1.7711 2.4432  C62 1.090
42 H 3.1526 -0.7024 -2.6924  C59 1.093
43 H 2.1889 -1.0114 -1.2335  C59 1.095
44 C -5.2076 -0.8341 0.0488  C14 1.497, C26 1.390, C45 1.393
45 C -5.1185 -0.4435 -1.2852  H15 1.080, C23 1.382, C44 1.393
46 H -0.8602 -1.7604 2.8584  C18 1.093
47 H 2.2472 -0.4497 1.9048  C13 1.094
48 O 1.0795 3.3969 -1.2459  C4 1.220
49 N 1.8617 2.4651 0.6485  C4 1.349, C21 1.453, C62 1.447
50 H 5.1788 -0.4813 -1.4404  C11 1.100
51 H 3.2247 3.6416 -0.3593  C21 1.093
52 H 0.8293 2.0365 2.4144  C62 1.092
53 H 0.8459 -2.8802 -1.3970  C33 1.099
54 O 3.2750 -2.5836 -2.0483  C7 1.408, C59 1.414
55 H 4.5503 -1.4693 -0.0997  C11 1.092
56 H -0.4554 -1.7844 0.2225  C8 1.099
57 H 3.0916 -4.4759 -1.4923  C7 1.092
58 O 0.2130 -0.2233 2.1821  C13 1.423, C18 1.406
59 C 3.1456 -1.2130 -1.7262  C11 1.542, H42 1.093, H43 1.095, O54 1.414
60 H -0.5983 3.8128 1.9499  C29 1.087
61 H -2.1925 3.5188 1.2333  C29 1.087
62 C 1.6760 1.6597 1.8359  C13 1.539, H41 1.090, N49 1.447, H52 1.092

--- Q ---
Density functional theory data (ωB97M-V/def2-TZVPD) for one molecule with the formula C20H32N2O7S.

Calculated values
- Net charge: 0
- 2S+1: 1
- HOMO energy: -9.1635 eV
- LUMO energy: 0.64 eV
- SMILES: Cc1ccc(S(=O)(=O)N[C@H](C)C(=O)N2CCOCCOCCOCCOCC2)cc1

Bonds (Å) are listed after each position.
CARTESIAN COORDINATES (ANGSTROEM)
1 H 3.1442 0.1106 -2.8011  C37 1.093
2 O -2.7029 -0.7660 1.9278  S50 1.432
3 H 1.2450 1.0127 4.5470  C58 1.087
4 C -0.8041 -2.4818 1.3422  C36 1.382, S50 1.783, C56 1.380
5 C -0.0160 4.0843 1.2003  C28 1.531, H41 1.090, N47 1.454, H60 1.093
6 H 0.4935 -0.5620 -1.4461  C42 1.095
7 H 1.8552 -4.3027 0.3723  C51 1.080
8 O 2.4852 1.0520 -1.1489  C37 1.411, C48 1.419
9 H -0.5894 -1.2363 -4.8103  C23 1.092
10 H 0.3046 0.2787 -4.5469  C23 1.098
11 H 2.5682 1.2468 3.3983  C58 1.087
12 H -3.0326 1.8002 -2.5172  C19 1.102
13 C -1.3498 0.0177 -3.2170  O18 1.411, C23 1.534, H39 1.102, H43 1.099
14 H 1.6900 1.1167 -3.0454  C37 1.097
15 H -0.2133 -7.2193 1.4573  C33 1.087
16 H -1.9280 -5.6129 1.8543  C20 1.080
17 C -1.7712 3.4658 -1.9891  C19 1.534, O32 1.406, H35 1.093, H59 1.099
18 O -1.0588 1.3627 -2.9068  C13 1.411, C19 1.412
19 C -2.0349 1.9575 -2.0776  H12 1.102, C17 1.534, O18 1.412, H21 1.098
20 C -1.2561 -4.8142 1.5766  H16 1.080, C25 1.390, C56 1.384
21 H -2.0170 1.4882 -1.0847  C19 1.098
22 O 0.7276 -1.3597 -3.3411  C23 1.411, C42 1.413
23 C -0.1968 -0.5607 -4.0468  H9 1.092, H10 1.098, C13 1.534, O22 1.411
24 H 2.0705 -0.3911 3.8598  C58 1.087
25 C 0.0132 -5.1185 1.0976  C20 1.390, C33 1.497, C51 1.393
26 H -1.7293 2.9464 0.5604  C28 1.096
27 H 1.2084 2.6493 -1.4563  C48 1.096
28 C -1.2231 3.8772 0.2813  C5 1.531, H26 1.096, O32 1.413, H44 1.102
29 C 0.7098 0.5868 2.5067  N31 1.453, C46 1.536, H57 1.089, C58 1.528
30 H -2.6464 -3.2380 2.0677  C56 1.078
31 N -0.3782 -0.3172 2.8379  C29 1.453, S50 1.677, H62 1.015
32 O -0.7857 3.8483 -1.0616  C17 1.406, C28 1.413
33 C 0.4592 -6.5390 0.9419  H15 1.087, C25 1.497, H53 1.090, H55 1.088
34 C 1.8454 2.5376 0.6267  H45 1.091, N47 1.446, C48 1.534, H61 1.092
35 H -1.3999 3.8024 -2.9607  C17 1.093
36 C 0.4636 -2.7599 0.8684  C4 1.382, C51 1.383, H54 1.078
37 C 2.1852 0.4093 -2.3692  H1 1.093, O8 1.411, H14 1.097, C42 1.539
38 H 0.5181 1.3076 -0.5303  C48 1.095
39 H -2.2819 -0.0254 -3.8033  C13 1.102
40 O -0.9493 -0.0475 0.3559  S50 1.444
41 H 0.6635 4.8031 0.7435  C5 1.090
42 C 1.2835 -0.8203 -2.1596  H6 1.095, O22 1.413, C37 1.539, H49 1.093
43 H -1.5014 -0.5689 -2.3002  C13 1.099
44 H -1.9326 4.7090 0.4160  C28 1.102
45 H 2.5188 1.8544 1.1453  C34 1.091
46 C 0.1017 1.9807 2.2945  C29 1.536, N47 1.348, O52 1.221
47 N 0.7090 2.8515 1.4633  C5 1.454, C34 1.446, C46 1.348
48 C 1.4304 1.8880 -0.6998  O8 1.419, H27 1.096, C34 1.534, H38 1.095
49 H 1.8737 -1.6413 -1.7438  C42 1.093
50 S -1.3261 -0.7882 1.5366  O2 1.432, C4 1.783, N31 1.677, O40 1.444
51 C 0.8674 -4.0765 0.7459  H7 1.080, C25 1.393, C36 1.383
52 O -0.9057 2.2759 2.9178  C46 1.221
53 H 0.4769 -6.8080 -0.1140  C33 1.090
54 H 1.1194 -1.9509 0.5919  C36 1.078
55 H 1.4654 -6.6709 1.3343  C33 1.088
56 C -1.6664 -3.4978 1.7010  C4 1.380, C20 1.384, H30 1.078
57 H 1.1628 0.2096 1.5910  C29 1.089
58 C 1.7201 0.6166 3.6526  H3 1.087, H11 1.087, H24 1.087, C29 1.528
59 H -2.7157 3.9816 -1.7642  C17 1.099
60 H -0.3762 4.4649 2.1594  C5 1.093
61 H 2.3933 3.4641 0.4409  C34 1.092
62 H -0.9841 0.1167 3.5275  N31 1.015

Pick P: it beats the second-best structure by 0.0027 hartree.

--- P ---
Density functional theory data (ωB97M-V/def2-TZVPD) for an isolated ion of composition C4H11N2S and charge -1.

Calculated values
- Net charge: -1
- 2S+1: 1
- HOMO energy: -2.4648 eV
- LUMO energy: 3.93 eV
- SMILES: CNC[C@H](N)C[S-]

Bonds (Å) are listed after each position.
CARTESIAN COORDINATES (ANGSTROEM)
1 N 1.5340 0.8453 0.5495  C6 1.477, C12 1.493, H14 1.011
2 C -2.2182 0.2854 -0.1744  H3 1.076, C4 1.560, S7 1.899, H15 1.085
3 H -3.1169 0.3772 0.4106  C2 1.076
4 C -0.8628 -0.0207 0.5350  C2 1.560, C6 1.607, N10 1.470, H18 1.094
5 H 3.3455 -0.2108 0.1267  C12 1.079
6 C 0.2219 0.9691 -0.1176  N1 1.477, C4 1.607, H9 1.096, H13 1.110
7 S -2.7700 -1.2589 -1.1311  C2 1.899
8 H -0.9351 -2.0215 0.8010  N10 1.013
9 H 0.3944 0.9089 -1.1980  C6 1.096
10 N -0.2860 -1.3642 0.3850  C4 1.470, H8 1.013, H16 1.055
11 H 2.0080 -1.0930 -0.4599  C12 1.146
12 C 2.3831 -0.0185 -0.3225  N1 1.493, H5 1.079, H11 1.146, H17 1.093
13 H -0.2782 1.8941 0.2394  C6 1.110
14 H 1.4621 0.3610 1.4345  N1 1.011
15 H -2.2131 1.2290 -0.7099  C2 1.085
16 H -0.2830 -1.5548 -0.6524  N10 1.055
17 H 2.4743 0.4337 -1.3131  C12 1.093
18 H -0.8601 0.2388 1.5973  C4 1.094

--- Q ---
Density functional theory data (ωB97M-V/def2-TZVPD) for an isolated ion of composition C4H11N2S and charge -1.

Calculated values
- Net charge: -1
- 2S+1: 1
- HOMO energy: -2.2806 eV
- LUMO energy: 3.40 eV
- SMILES: C[C@@H](C[S-])NCN

Bonds (Å) are listed after each position.
CARTESIAN COORDINATES (ANGSTROEM)
1 S -2.8163 0.6771 -0.1080  C5 1.798
2 H -0.3231 -1.7429 0.9276  C14 1.086
3 H -0.4885 -0.1811 -1.6915  C8 1.092
4 H -0.7707 1.8952 -0.0283  C5 1.079
5 C -1.0376 0.8561 0.0864  S1 1.798, H4 1.079, H6 1.114, C8 1.528
6 H -0.7184 0.7257 1.1454  C5 1.114
7 H 2.2908 -1.5720 -0.1161  C10 1.088
8 C -0.1594 -0.1530 -0.6511  H3 1.092, C5 1.528, C14 1.534, N18 1.498
9 H -1.4796 -1.7429 -0.4714  C14 1.078
10 C 2.1229 -0.6131 0.3695  H7 1.088, N11 1.442, H13 1.095, N18 1.476
11 N 3.4013 0.0257 0.5628  C10 1.442, H12 1.007, H16 1.005
12 H 3.4600 0.6089 1.3816  N11 1.007
13 H 1.5920 -0.7585 1.3158  C10 1.095
14 C -0.4715 -1.5629 -0.1335  H2 1.086, C8 1.534, H9 1.078, H17 1.097
15 H 1.2191 1.0890 0.0909  N18 1.016
16 H 4.1934 -0.5879 0.4815  N11 1.005
17 H 0.1742 -2.2714 -0.6671  C14 1.097
18 N 1.2730 0.2479 -0.4766  C8 1.498, C10 1.476, H15 1.016

--- R ---
Density functional theory data (ωB97M-V/def2-TZVPD) for an isolated ion of composition C4H11N2S and charge -1.

Calculated values
- Net charge: -1
- 2S+1: 1
- HOMO energy: -2.4658 eV
- LUMO energy: 3.72 eV
- SMILES: CN[C@H](CN)C[S-]

Bonds (Å) are listed after each position.
CARTESIAN COORDINATES (ANGSTROEM)
1 C 1.2919 0.9032 -0.6248  C2 1.517, H5 1.097, H7 1.096, N15 1.456
2 C 0.5507 -0.3131 -0.1022  C1 1.517, C11 1.540, N16 1.485, H18 1.099
3 H -1.1165 -0.7740 1.1365  C11 1.087
4 H 1.6438 -1.9549 0.2636  N16 1.008
5 H 1.4753 1.6676 0.1403  C1 1.097
6 S -2.1495 0.2017 -0.7639  C11 1.821
7 H 2.2624 0.5444 -0.9870  C1 1.096
8 H 0.2707 -1.9146 2.3536  C10 1.103
9 H 0.9010 -0.2930 2.5716  C10 1.084
10 C 1.1396 -1.2648 2.1539  H8 1.103, H9 1.084, H13 1.091, N16 1.444
11 C -0.8291 0.0434 0.4804  C2 1.540, H3 1.087, S6 1.821, H12 1.098
12 H -0.7222 1.0087 0.9922  C11 1.098
13 H 1.9843 -1.7079 2.6829  C10 1.091
14 H 0.2063 0.8477 -2.3100  N15 1.021
15 N 0.6645 1.5722 -1.7560  C1 1.456, H14 1.021, H17 1.024
16 N 1.4737 -1.0942 0.7593  C2 1.485, H4 1.008, C10 1.444
17 H -0.1796 1.9967 -1.3612  N15 1.024
18 H 0.3907 -0.8722 -1.0349  C2 1.099

Pick R: it beats the second-best structure by 0.0076 hartree.

--- P ---
Density functional theory data (ωB97M-V/def2-TZVPD) for an isolated ion of composition C4H11N2S and charge -1.

Calculated values
- Net charge: -1
- 2S+1: 1
- HOMO energy: -2.5342 eV
- LUMO energy: 3.79 eV
- SMILES: C[C@H](C[S-])NCN

Bonds (Å) are listed after each position.
CARTESIAN COORDINATES (ANGSTROEM)
1 N 3.4612 -0.3751 -0.2025  H4 1.013, H6 1.008, C8 1.531
2 C -0.7926 -1.1678 -1.2576  H5 1.087, H7 1.175, C11 1.501, H12 1.158
3 S -2.5656 1.0178 0.3522  C13 1.798
4 H 3.9975 -0.7228 0.5829  N1 1.013
5 H -0.9444 -2.2434 -1.2055  C2 1.087
6 H 3.0623 -1.1950 -0.6320  N1 1.008
7 H -0.3795 -0.7026 -2.2544  C2 1.175
8 C 2.1588 0.2351 0.3209  N1 1.531, N10 1.531, H17 1.105, H18 1.121
9 H -0.1740 1.2440 1.1809  C13 1.169
10 N 1.1255 -0.8862 0.1835  C8 1.531, C11 1.563, H16 1.062
11 C -0.3884 -0.5257 0.0374  C2 1.501, N10 1.563, C13 1.485, H14 1.072
12 H -1.9026 -0.8420 -1.3158  C2 1.158
13 C -0.7755 0.8939 0.2414  S3 1.798, H9 1.169, C11 1.485, H15 1.115
14 H -0.8139 -1.0082 0.8953  C11 1.072
15 H -0.2316 1.4236 -0.5755  C13 1.115
16 H 1.2734 -1.6482 0.9078  N10 1.062
17 H 1.9481 0.6377 1.3285  C8 1.105
18 H 1.8940 0.9871 -0.4674  C8 1.121

--- Q ---
Density functional theory data (ωB97M-V/def2-TZVPD) for an isolated ion of composition C4H11N2S and charge -1.

Calculated values
- Net charge: -1
- 2S+1: 1
- HOMO energy: -2.6152 eV
- LUMO energy: 4.05 eV
- SMILES: NCNCCC[S-]

Bonds (Å) are listed after each position.
CARTESIAN COORDINATES (ANGSTROEM)
1 C 0.9400 0.8335 1.6630  H6 1.073, H12 1.168, N16 1.424, N18 1.451
2 S -2.1564 1.0192 -1.4939  C13 1.868
3 H -0.2027 2.3051 2.3178  N18 1.015
4 H 1.3523 -1.3074 0.2736  C17 1.108
5 H -0.3383 -1.3020 0.6962  C17 1.100
6 H 1.5160 -0.0377 1.9101  C1 1.073
7 H 0.3906 -2.1004 -1.8050  C11 1.099
8 H -2.0017 -1.2657 -1.6905  C13 1.110
9 H -0.2110 1.0275 -0.2118  N16 1.026
10 H -0.8543 0.9018 2.4061  N18 1.026
11 C 0.1613 -1.0658 -1.5137  H7 1.099, C13 1.565, H15 1.079, C17 1.497
12 H 1.7704 1.6485 1.5594  C1 1.168
13 C -1.2291 -0.5260 -1.9874  S2 1.868, H8 1.110, C11 1.565, H14 1.111
14 H -1.0573 -0.5226 -3.0855  C13 1.111
15 H 1.0222 -0.6213 -1.9889  C11 1.079
16 N 0.5022 0.5383 0.3405  C1 1.424, H9 1.026, C17 1.492
17 C 0.3718 -0.8980 -0.0408  H4 1.108, H5 1.100, C11 1.497, N16 1.492
18 N 0.0239 1.3729 2.6507  C1 1.451, H3 1.015, H10 1.026

Pick Q: it beats the second-best structure by 0.0208 hartree.

--- P ---
Density functional theory data (ωB97M-V/def2-TZVPD) for an isolated ion of composition C3H7N6O and charge +1.

Calculated values
- Net charge: +1
- 2S+1: 1
- HOMO energy: -14.4049 eV
- LUMO energy: -3.34 eV
- SMILES: N#CN(NC(N)=[NH2+])C(N)=O

Bonds (Å) are listed after each position.
CARTESIAN COORDINATES (ANGSTROEM)
1 H 0.5643 -0.2266 1.8993  N5 1.016
2 N 2.1915 0.8054 1.1827  C16 1.146
3 N -0.7574 -0.2603 -0.1033  H6 1.062, N8 1.515, C12 1.350
4 N -2.6157 -0.2200 1.2600  H10 1.046, C12 1.379, H17 0.958
5 N -0.3893 -0.4647 2.1582  H1 1.016, C12 1.333, H15 1.022
6 H -1.3547 -0.2713 -0.9814  N3 1.062
7 H 3.0347 0.0710 -1.8399  N13 1.047
8 N 0.6812 -0.0577 -0.5324  N3 1.515, C11 1.438, C16 1.303
9 O -0.0385 0.0724 -2.7208  C11 1.231
10 H -3.1608 0.2707 0.5141  N4 1.046
11 C 0.9137 0.1063 -1.9421  N8 1.438, O9 1.231, N13 1.309
12 C -1.2404 -0.2418 1.1568  N3 1.350, N4 1.379, N5 1.333
13 N 2.1450 0.2332 -2.3674  H7 1.047, C11 1.309, H14 1.021
14 H 2.2730 0.8638 -3.1598  N13 1.021
15 H -0.6864 -0.3940 3.1334  N5 1.022
16 C 1.5402 0.3405 0.3629  N2 1.146, N8 1.303
17 H -3.1004 -0.6270 1.9794  N4 0.958

--- Q ---
Density functional theory data (ωB97M-V/def2-TZVPD) for a 2-piece molecular cluster, C3H7N6O overall.

Calculated values
- Net charge: +1
- 2S+1: 1
- HOMO energy: -12.7191 eV
- LUMO energy: -2.97 eV

Bonds (Å) are listed after each position.
CARTESIAN COORDINATES (ANGSTROEM)
1 N 2.6007 -1.5732 -0.0594  C2 1.157
2 C 1.5448 -1.8985 0.2837  N1 1.157, N16 1.295
3 N 3.0274 0.7839 -0.4804  H6 1.076, H11 0.999, C12 1.280
4 N 1.5592 2.0512 0.9556  C12 1.140, H13 0.967
5 N 0.0713 -0.2628 0.2074  C7 1.341, N16 1.451
6 H 3.1610 -0.2821 -0.4224  N3 1.076
7 C -1.2409 -0.0387 0.0439  N5 1.341, N8 1.333, O15 1.335
8 N -2.2173 -0.9444 0.1016  C7 1.333, H9 1.001, H14 0.976
9 H -3.1863 -0.7832 -0.0911  N8 1.001
10 H -0.2393 -2.1287 1.1985  N16 0.961
11 H 3.4390 1.1030 -1.3333  N3 0.999
12 C 2.1961 1.4681 0.2120  N3 1.280, N4 1.140
13 H 0.7762 2.5519 1.2221  N4 0.967
14 H -1.8174 -1.8258 -0.0267  N8 0.976
15 O -1.5371 1.2487 -0.1487  C7 1.335, H17 1.033
16 N 0.3066 -1.6479 0.5702  C2 1.295, N5 1.451, H10 0.961
17 H -2.2390 1.4549 -0.8777  O15 1.033

Pick P: it beats the second-best structure by 0.0707 hartree.